No. 1
DFT (ωB97M-V/def2-TZVPD) results for a 14-piece molecular cluster, C8H42O13 overall.

Each atom is followed by the atoms it is bonded to, with distances in Å.
CARTESIAN COORDINATES (ANGSTROEM)
1 C 1.21 -3.58 -1.50  C2 1.521, H9 1.110, H10 1.111, H11 1.150
2 C 1.40 -2.14 -1.97  C1 1.521, C3 1.487, H12 1.124, H13 1.090
3 C 0.19 -1.73 -2.74  C2 1.487, C4 1.577, H14 1.097, H15 1.090
4 C 0.37 -0.22 -3.15  C3 1.577, C6 1.516, H16 1.115, H17 1.101
5 C -0.16 0.40 -0.76  C6 1.337, C8 1.486, H18 1.101
6 C -0.07 0.72 -2.05  C4 1.516, C5 1.337, C7 1.534
7 C -0.32 2.17 -2.48  C6 1.534, H19 1.098, H20 1.085, H21 1.109
8 C -0.34 1.41 0.32  C5 1.486, H22 1.083, H23 1.103, H24 1.101
9 H 1.99 -4.00 -0.83  C1 1.110
10 H 0.87 -4.16 -2.39  C1 1.111
11 H 0.26 -3.69 -0.87  C1 1.150
12 H 1.58 -1.40 -1.15  C2 1.124
13 H 2.34 -2.07 -2.52  C2 1.090
14 H -0.03 -2.30 -3.65  C3 1.097
15 H -0.69 -1.73 -2.09  C3 1.090
16 H 1.42 0.04 -3.45  C4 1.115
17 H -0.25 -0.08 -4.05  C4 1.101
18 H -0.24 -0.63 -0.38  C5 1.101
19 H -1.21 2.53 -1.94  C7 1.098
20 H -0.35 2.41 -3.54  C7 1.085
21 H 0.53 2.72 -2.02  C7 1.109
22 H -0.41 1.09 1.36  C8 1.083
23 H 0.42 2.20 0.28  C8 1.103
24 H -1.29 1.94 0.13  C8 1.101
25 H -2.69 -0.18 4.65  O27 0.964
26 H -1.31 0.23 3.78  O27 1.037
27 O -2.26 -0.20 3.79  H25 0.964, H26 1.037
28 H 4.72 -0.33 1.00  O30 0.973
29 H 3.72 -1.36 1.37  O30 0.967
30 O 4.11 -0.56 1.73  H28 0.973, H29 0.967
31 H -1.80 -1.92 4.27  O33 0.988
32 H -2.43 -3.07 3.63  O33 0.978
33 O -1.70 -2.90 4.26  H31 0.988, H32 0.978
34 H 2.86 2.21 -0.34  O36 0.969
35 H 3.92 1.30 -1.04  O36 0.961
36 O 3.42 1.42 -0.23  H34 0.969, H35 0.961
37 H 3.00 0.72 2.13  O39 0.970
38 H 1.62 1.30 1.48  O39 0.943
39 O 2.09 1.04 2.25  H37 0.970, H38 0.943
40 H 0.06 -3.05 2.87  O42 0.965
41 H 1.19 -2.40 2.01  O42 0.965
42 O 0.30 -2.27 2.37  H40 0.965, H41 0.965
43 H -2.53 1.45 2.56  O45 0.966
44 H -2.23 2.17 3.73  O45 0.966
45 O -2.16 2.32 2.78  H43 0.966, H44 0.966
46 H 2.35 4.42 0.99  O48 0.964
47 H 1.09 3.64 0.71  O48 0.979
48 O 1.69 4.30 0.30  H46 0.964, H47 0.979
49 H -4.23 0.18 -1.85  O51 0.976
50 H -4.88 -0.98 -1.28  O51 0.982
51 O -4.48 -0.72 -2.14  H49 0.976, H50 0.982
52 H 2.64 4.14 -2.46  O54 0.967
53 H 2.91 2.73 -2.94  O54 0.964
54 O 2.36 3.50 -3.12  H52 0.967, H53 0.964
55 H 0.09 -0.93 3.40  O57 0.989
56 H 0.89 0.49 3.54  O57 0.977
57 O 0.25 -0.12 3.96  H55 0.989, H56 0.977
58 H -3.42 -1.63 -3.96  O60 0.966
59 H -2.87 -0.40 -3.45  O60 0.962
60 O -3.11 -0.78 -4.30  H58 0.966, H59 0.962
61 H -3.65 -1.94 1.53  O63 0.964
62 H -3.05 -0.70 2.05  O63 0.974
63 O -3.73 -0.99 1.41  H61 0.964, H62 0.974

Frontier orbital gap   8.40 eV
HOMO   -8.6 eV
Molar mass   346.4 g mol⁻¹
ΔE to the lowest compared entry with this formula, charge and spin   0.194 eV
E_LUMO   -0.23 eV
Energy   -35593.818 eV
Charge   0

---

No. 2
DFT (ωB97M-V/def2-TZVPD) results for a 3-piece molecular cluster, C21H48BN4O7 overall.

Each atom is followed by the atoms it is bonded to, with distances in Å.
CARTESIAN COORDINATES (ANGSTROEM)
1 C 1.46 2.49 0.72  C2 1.331, H22 1.085, H23 1.082
2 C 0.48 2.61 -0.17  C1 1.331, C3 1.503, H24 1.088
3 C 0.17 1.63 -1.27  C2 1.503, N4 1.472, H25 1.091, H26 1.094
4 N -1.21 1.14 -1.26  C3 1.472, O5 1.424, C6 1.481
5 O -1.69 1.23 -2.59  N4 1.424, H27 0.961
6 C -1.35 -0.28 -0.83  N4 1.481, O7 1.428, B14 1.599, C19 1.577
7 O -2.74 -0.58 -0.73  C6 1.428, C8 1.411
8 C -3.46 0.21 0.19  O7 1.411, C9 1.546, H28 1.098, H29 1.089
9 C -3.94 -0.57 1.44  C8 1.546, C10 1.538, C11 1.534, H30 1.089
10 C -4.10 0.48 2.55  C9 1.538, H31 1.088, H32 1.092, H33 1.091
11 C -5.31 -1.19 1.14  C9 1.534, C12 1.554, C13 1.536, H34 1.092
12 C -5.94 -1.83 2.41  C11 1.554, H35 1.089, H36 1.089, H37 1.091
13 C -5.23 -2.25 0.04  C11 1.536, H38 1.094, H39 1.087, H40 1.089
14 B -0.64 -0.62 0.57  C6 1.599, O15 1.381, N16 1.472
15 O -0.71 0.32 1.57  B14 1.381, H41 0.964
16 N -0.01 -1.92 0.86  B14 1.472, C17 1.457, C18 1.453
17 C 1.38 -1.81 1.29  N16 1.457, H42 1.092, H43 1.096, H44 1.094
18 C -0.81 -2.78 1.72  N16 1.453, H45 1.094, H46 1.104, H47 1.090
19 C -0.72 -1.19 -1.94  C6 1.577, O20 1.257, O21 1.240
20 O 0.53 -1.35 -1.82  C19 1.257
21 O -1.46 -1.64 -2.83  C19 1.240
22 H 1.90 3.37 1.17  C1 1.085
23 H 1.81 1.52 1.07  C1 1.082
24 H -0.15 3.50 -0.16  C2 1.088
25 H 0.25 2.23 -2.18  C3 1.091
26 H 0.93 0.85 -1.35  C3 1.094
27 H -2.38 1.90 -2.60  O5 0.961
28 H -4.37 0.54 -0.33  C8 1.098
29 H -2.94 1.12 0.49  C8 1.089
30 H -3.23 -1.34 1.73  C9 1.089
31 H -4.42 0.06 3.50  C10 1.088
32 H -3.14 0.97 2.72  C10 1.092
33 H -4.79 1.26 2.22  C10 1.091
34 H -6.00 -0.41 0.82  C11 1.092
35 H -5.22 -1.93 3.22  C12 1.089
36 H -6.82 -1.28 2.75  C12 1.089
37 H -6.29 -2.84 2.20  C12 1.091
38 H -6.16 -2.82 0.04  C13 1.094
39 H -5.14 -1.82 -0.96  C13 1.087
40 H -4.43 -2.97 0.24  C13 1.089
41 H -0.41 -0.05 2.40  O15 0.964
42 H 1.73 -0.79 1.13  C17 1.092
43 H 1.53 -2.10 2.34  C17 1.096
44 H 2.00 -2.44 0.65  C17 1.094
45 H -0.43 -3.80 1.66  C18 1.094
46 H -0.82 -2.47 2.78  C18 1.104
47 H -1.82 -2.82 1.32  C18 1.090
48 C 4.59 -4.43 1.63  C49 1.525, H54 1.090, H55 1.089, H56 1.092
49 C 4.74 -3.36 2.72  C48 1.525, C50 1.535, N53 1.468, H57 1.094
50 C 6.14 -3.29 3.33  C49 1.535, O51 1.416, H58 1.093, H59 1.098
51 O 6.45 -4.32 4.25  C50 1.416, C52 1.414
52 C 6.86 -5.54 3.66  O51 1.414, H60 1.094, H61 1.093, H62 1.090
53 N 3.71 -3.58 3.74  C49 1.468, H63 1.016, H64 1.017
54 H 4.50 -5.43 2.06  C48 1.090
55 H 3.68 -4.24 1.05  C48 1.089
56 H 5.44 -4.42 0.95  C48 1.092
57 H 4.55 -2.40 2.24  C49 1.094
58 H 6.21 -2.36 3.91  C50 1.093
59 H 6.91 -3.23 2.55  C50 1.098
60 H 7.44 -5.38 2.75  C52 1.094
61 H 6.01 -6.19 3.44  C52 1.093
62 H 7.49 -6.06 4.39  C52 1.090
63 H 3.74 -2.80 4.40  N53 1.016
64 H 4.00 -4.38 4.29  N53 1.017
65 C 1.40 6.19 -5.28  C66 1.525, H71 1.090, H72 1.091, H73 1.091
66 C 0.36 6.39 -4.18  C65 1.525, C67 1.535, N70 1.467, H74 1.094
67 C -0.13 5.09 -3.54  C66 1.535, O68 1.411, H75 1.094, H76 1.098
68 O -1.04 4.34 -4.32  C67 1.411, C69 1.418
69 C -0.45 3.53 -5.32  O68 1.418, H77 1.093, H78 1.094, H79 1.089
70 N -0.75 7.19 -4.71  C66 1.467, H80 1.016, H81 1.017
71 H 0.94 5.86 -6.21  C65 1.090
72 H 1.90 7.14 -5.49  C65 1.091
73 H 2.15 5.46 -4.98  C65 1.091
74 H 0.83 6.97 -3.38  C66 1.094
75 H -0.67 5.34 -2.62  C67 1.094
76 H 0.72 4.46 -3.23  C67 1.098
77 H 0.51 3.13 -5.01  C69 1.093
78 H -0.34 4.09 -6.26  C69 1.094
79 H -1.13 2.70 -5.51  C69 1.089
80 H -1.39 7.42 -3.95  N70 1.016
81 H -1.30 6.58 -5.31  N70 1.017

Frontier orbital gap   6.34 eV
HOMO   -4.0 eV
Molar mass   479.4 g mol⁻¹
E_LUMO   2.34 eV
Energy   -43523.383 eV
Charge   -1